C6H10O | ωB97M-V/def2-TZVPD

The net charge is 0. As for the total energy: -8431.01730 eV. Its energy above the lowest of the compared OMol25 structures with the same formula, charge and spin is 0.2231 eV. Its HOMO-LUMO gap is 10.227 eV. The molar mass is 98.14 g/mol. Its structure (SMILES) is C[C@H]1CC=C[C@H]1O. The value obtained for the HOMO energy is -9.3 eV. The LUMO energy comes out at 0.914 eV.

The geometry in XYZ format:
```
17
Properties=species:S:1:pos:R:3:lowdin_charge:R:1
C -0.987 -0.168 1.472 -0.0649
C 0.100 0.539 0.661 -0.3144
C 1.357 -0.349 0.527 -0.1568
C 1.101 -1.100 -0.761 -0.0876
C 0.158 -0.507 -1.489 -0.0412
C -0.327 0.757 -0.807 -0.3611
O -1.716 1.010 -0.917 -0.0316
H -1.178 -1.174 1.079 0.0900
H -0.666 -0.265 2.515 0.0791
H -1.925 0.392 1.440 0.0742
H 0.330 1.503 1.131 0.1365
H 1.496 -1.014 1.389 0.1100
H 2.265 0.265 0.434 0.1146
H 1.654 -1.993 -1.040 0.1012
H -0.204 -0.825 -2.464 0.1079
H 0.230 1.617 -1.216 0.1509
H -1.849 1.527 -1.719 0.0932
```


C16H25N2O5 | ωB97M-V/def2-TZVPD

The net charge is +1. As for the total energy: -30207.85739 eV. Its energy above the lowest of the compared OMol25 structures with the same formula, charge and spin is 0.1998 eV. Its HOMO-LUMO gap is 7.410 eV. The molar mass is 325.38 g/mol. Its structure (SMILES) is OCC[NH+]1CCN(C[C@H](O)COc2ccc3c(c2)OCO3)CC1. The value obtained for the HOMO energy is -9.9 eV. The LUMO energy comes out at -2.466 eV.

The geometry in XYZ format:
```
48
Properties=species:S:1:pos:R:3:lowdin_charge:R:1
O -3.230 -3.047 -0.582 -0.0524
C -3.997 -2.110 -1.298 -0.2221
C -4.813 -1.295 -0.295 -0.0808
N -4.030 -0.273 0.448 -0.0896
C -2.833 -0.823 1.132 -0.0920
C -2.222 0.273 2.017 -0.1299
N -1.894 1.472 1.295 -0.1627
C -0.568 1.640 0.744 -0.1109
C -0.318 1.165 -0.709 -0.3208
O -0.699 -0.181 -0.910 -0.0381
C 1.171 1.327 -1.040 -0.1489
O 1.840 0.363 -0.256 -0.0729
C 3.214 0.288 -0.319 -0.2518
C 4.004 1.083 -1.129 -0.0242
C 5.394 0.945 -1.135 0.0211
C 5.944 -0.003 -0.313 -0.2064
C 5.141 -0.807 0.505 -0.1981
C 3.777 -0.683 0.522 0.0861
O 5.928 -1.660 1.218 0.0476
C 7.260 -1.376 0.831 -0.1434
O 7.254 -0.340 -0.127 0.0428
C -3.011 1.961 0.539 -0.1360
C -3.624 0.887 -0.383 -0.0806
H -2.848 -3.693 -1.185 0.1108
H -3.354 -1.463 -1.909 0.1239
H -4.708 -2.614 -1.965 0.1359
H -5.226 -1.999 0.432 0.1481
H -5.631 -0.790 -0.812 0.1408
H -4.645 0.098 1.184 0.1909
H -3.122 -1.693 1.721 0.1444
H -2.118 -1.127 0.368 0.1096
H -1.328 -0.119 2.501 0.1386
H -2.939 0.540 2.806 0.1323
H 0.133 1.119 1.398 0.1339
H -0.331 2.708 0.778 0.1372
H -0.906 1.769 -1.410 0.1484
H 0.068 -0.716 -0.655 0.1103
H 1.337 1.137 -2.108 0.1446
H 1.507 2.342 -0.798 0.1416
H 3.566 1.827 -1.774 0.1040
H 6.010 1.563 -1.765 0.1242
H 3.155 -1.296 1.150 0.1295
H 7.716 -2.279 0.398 0.1433
H 7.839 -1.062 1.713 0.1434
H -2.702 2.818 -0.058 0.1380
H -3.783 2.304 1.241 0.1335
H -4.495 1.283 -0.907 0.1433
H -2.882 0.544 -1.102 0.1135
```